The following is a DFT calculation (the ωB97M-V functional and the def2-TZVPD basis) of 2 unconnected molecules or ions with the total composition C9H8NO5 at a distorted geometry.

Geometry as XYZ:
```
23
Properties=species:S:1:pos:R:3
C 2.92273 -0.05964 -1.29782
C 1.75174 0.30496 -1.87799
C 2.84937 -0.61374 0.01323
C 0.51770 0.15998 -1.21587
C 1.60480 -0.80199 0.64679
C 0.47745 -0.35587 0.06076
C -1.97412 2.21018 -0.60204
C -3.00699 -0.14002 1.52094
C -1.93087 -0.48492 0.50919
N -2.29823 -1.18350 -0.57310
O -2.82111 2.09564 -1.41748
O -1.04644 2.49109 0.05971
O -3.53428 -1.44744 -0.77353
O -1.52321 -1.70054 -1.35647
O -0.57951 -0.40278 0.92539
H 3.81250 0.16584 -1.81188
H 1.82922 0.56609 -2.87369
H 3.74081 -0.50589 0.60283
H -0.30986 0.42632 -1.71325
H 1.56436 -1.26645 1.64480
H -2.73562 0.67295 2.06251
H -3.30023 -0.99790 2.13578
H -4.07332 0.02686 0.88653
```

**HOMO**: -3.08 eV
**Charge**: -1
**Molecular weight**: 210.17 g/mol